Density functional theory data (wB97M-V/def2-TZVPD) for C2H3PS3 in the gas phase.

The geometry in XYZ format:
```
9
C2H3PS3 wB97M-V/def2-TZVPD
C 0.064 -0.790 0.285
C 0.562 0.972 -0.757
P 1.348 -1.572 0.999
S -1.659 -1.030 0.207
S -0.985 1.695 -1.206
S -2.061 1.048 0.423
H 1.228 1.688 -0.249
H 0.959 0.417 -1.605
H 0.544 -2.429 1.903
```

LUMO energy: -0.457 eV
highest occupied orbital energy: -8.76 eV
relative energy (zero: lowest compared OMol25 entry of this formula, charge and spin): 124.5 kJ/mol
maximum force: 2.7 eV/Å

---

Density functional theory data (wB97M-V/def2-TZVPD) for a molecular structure, C36H38Cl2GaGe2N3O4S2.

The geometry in XYZ format:
```
88
C36H38Cl2GaGe2N3O4S2 wB97M-V/def2-TZVPD
Ga -0.089 -0.535 -0.222
O 2.152 -1.040 4.601
C 3.027 -1.595 3.747
C 4.231 -2.054 4.285
C 5.183 -2.629 3.473
C 4.966 -2.764 2.100
C 3.783 -2.315 1.562
C 2.795 -1.725 2.365
C 1.572 -1.241 1.724
O 1.498 -1.318 0.423
N 0.616 -0.733 2.459
N -0.453 -0.250 1.719
C -1.433 0.220 2.406
S -2.799 0.957 1.627
C -3.865 0.795 3.087
C -3.005 1.071 4.305
S -1.457 0.133 4.138
H 1.372 -0.741 4.093
H 4.386 -1.941 5.349
H 6.110 -2.979 3.910
H 5.716 -3.219 1.469
H 3.590 -2.418 0.503
H -4.282 -0.211 3.110
H -4.672 1.519 2.987
H -3.494 0.736 5.218
H -2.769 2.130 4.396
Cl -1.134 -1.512 -4.880
C -1.521 -2.468 -3.504
C -2.127 -3.731 -3.692
C -2.441 -4.529 -2.635
Cl -3.179 -6.070 -2.901
C -2.157 -4.111 -1.309
C -2.415 -4.844 -0.135
C -2.069 -4.321 1.084
C -1.459 -3.061 1.144
N -1.216 -2.350 0.063
C -1.555 -2.851 -1.150
C -1.234 -2.008 -2.245
O -0.683 -0.826 -1.980
H -2.337 -4.058 -4.701
H -2.879 -5.819 -0.208
H -2.248 -4.866 1.999
H -1.154 -2.635 2.093
C 1.503 4.594 1.754
C 1.637 3.116 2.052
O 0.637 2.335 1.381
H 2.319 5.148 2.219
H 0.565 4.995 2.148
H 1.539 4.777 0.679
H 1.575 2.937 3.130
H 2.594 2.731 1.708
H -0.217 2.738 1.576
C -1.836 2.035 -3.459
Ge -0.522 2.994 -2.379
C 0.323 4.465 -3.365
C -1.409 3.719 -0.795
Ge 1.253 1.366 -1.852
C 2.845 1.888 -0.851
C 3.263 3.212 -0.992
C 4.432 3.657 -0.389
C 5.199 2.782 0.367
C 4.798 1.459 0.505
C 3.634 1.015 -0.105
C 1.852 0.374 -3.404
C 1.522 0.814 -4.685
C 1.998 0.147 -5.805
C 2.785 -0.985 -5.653
C 3.112 -1.439 -4.382
C 2.658 -0.756 -3.264
H -2.589 2.736 -3.823
H -2.327 1.273 -2.853
H -1.380 1.534 -4.311
H -0.451 5.159 -3.696
H 0.867 4.115 -4.242
H 1.013 5.014 -2.725
H -2.335 4.206 -1.105
H -0.783 4.454 -0.291
H -1.671 2.930 -0.090
H 2.681 3.916 -1.579
H 4.742 4.688 -0.512
H 6.108 3.127 0.842
H 5.393 0.767 1.088
H 3.340 -0.018 0.015
H 0.893 1.686 -4.825
H 1.748 0.507 -6.794
H 3.148 -1.513 -6.526
H 3.731 -2.319 -4.262
H 2.937 -1.109 -2.277
```

LUMO energy (spin up / spin down): -2.978 / -4.701 eV
multiplicity: 2
highest occupied orbital energy (spin up / spin down): -10.43 / -10.67 eV
net charge: +1
relative energy (zero: lowest compared OMol25 entry of this formula, charge and spin): 46.9 kJ/mol
maximum force: 0.8 eV/Å

---

Density functional theory data (wB97M-V/def2-TZVPD) for 20 unconnected molecules or ions with the total composition H40O20.

The geometry in XYZ format:
```
60
H40O20 wB97M-V/def2-TZVPD
O 2.378 3.568 1.271
H 1.607 3.848 1.772
H 2.503 2.634 1.468
O 0.151 0.885 -0.718
H -0.287 0.169 -1.190
H -0.298 1.729 -0.819
O -3.403 -3.423 3.120
H -3.569 -2.472 3.077
H -3.333 -3.523 4.077
O 3.637 -1.269 -4.446
H 3.337 -0.958 -3.581
H 2.914 -0.971 -4.966
O -4.649 1.262 -0.007
H -3.906 0.767 0.368
H -5.234 0.505 -0.128
O -0.348 -3.142 0.066
H 0.297 -3.238 -0.647
H -1.104 -3.706 -0.105
O 1.267 0.254 -5.456
H 1.900 0.966 -5.309
H 0.395 0.654 -5.372
O -1.905 -0.508 -3.978
H -2.586 -0.983 -3.465
H -1.960 -0.754 -4.901
O -1.420 2.563 -2.557
H -1.091 1.773 -2.991
H -0.673 3.143 -2.390
O 2.101 1.353 4.061
H 2.858 1.061 4.578
H 1.466 0.615 4.174
O -0.041 0.993 2.009
H -0.130 1.936 2.165
H 0.185 0.892 1.067
O 1.693 -3.244 -2.099
H 1.201 -3.624 -2.834
H 1.703 -2.305 -2.339
O -0.870 1.959 5.093
H 0.070 2.126 5.258
H -0.948 2.637 4.404
O -2.171 -0.516 0.509
H -1.521 0.054 0.922
H -2.061 -1.448 0.558
O 2.515 -3.264 3.440
H 2.375 -3.906 4.133
H 1.877 -2.564 3.580
O -0.411 4.357 2.289
H -0.092 5.113 2.790
H -1.211 4.740 1.909
O -4.020 0.004 -2.753
H -4.429 0.396 -3.521
H -3.631 0.680 -2.189
O 1.900 -0.432 -2.354
H 2.022 0.319 -1.756
H 1.193 -0.093 -2.917
O 4.242 -1.465 -0.771
H 4.341 -2.211 -0.177
H 3.660 -1.658 -1.498
O 0.709 -1.015 3.641
H 0.840 -0.869 2.697
H -0.034 -0.398 3.733
```

LUMO energy: -0.505 eV
highest occupied orbital energy: -10.69 eV
relative energy (zero: lowest compared OMol25 entry of this formula, charge and spin): 300.1 kJ/mol
maximum force: 2.6 eV/Å

---

Density functional theory data (wB97M-V/def2-TZVPD) for a gas-phase ion, C3H10N2 (charge -1).

The geometry in XYZ format:
```
15
C3H10N2 wB97M-V/def2-TZVPD
N 1.430 0.351 0.624
C 0.395 -0.467 -0.049
C 0.802 -0.733 -1.497
C -0.958 0.184 0.079
N -1.413 0.315 1.432
H 1.490 0.138 1.596
H 1.262 1.321 0.434
H 0.287 -1.376 0.551
H -0.114 -0.697 -2.096
H 1.294 -1.696 -1.592
H 1.450 0.066 -1.849
H -0.976 1.104 -0.546
H -1.744 -0.333 -0.499
H -0.884 1.027 1.952
H -2.322 0.796 1.460
```

LUMO energy (spin up / spin down): 4.978 / 4.271 eV
multiplicity: 2
highest occupied orbital energy (spin up / spin down): 1.43 / -5.13 eV
net charge: -1
relative energy (zero: lowest compared OMol25 entry of this formula, charge and spin): 38.8 kJ/mol
maximum force: 2.2 eV/Å

---

Density functional theory data (wB97M-V/def2-TZVPD) for a molecular structure, C46H60BMgN8O4S3.

The geometry in XYZ format:
```
123
C46H60BMgN8O4S3 wB97M-V/def2-TZVPD
Mg -3.232 -0.067 0.072
C -0.462 4.905 1.316
C 0.299 3.716 1.809
C 1.520 3.825 2.381
C 2.227 2.673 2.823
N 1.708 1.490 2.701
N 0.486 1.386 2.139
B -0.030 -0.050 2.054
N 0.703 -1.033 3.032
N 1.865 -1.649 2.958
C 2.102 -2.531 3.907
C 1.153 -2.777 4.932
C -0.064 -2.149 4.966
C -1.130 -2.402 5.984
C -0.265 -1.241 3.915
S -1.556 -0.237 3.322
C 3.434 -3.266 3.795
C 3.622 -4.271 4.929
C 4.569 -2.234 3.833
C 3.463 -4.006 2.450
N 0.125 -0.602 0.600
N 1.232 -0.016 0.102
C 1.702 -0.404 -1.044
C 1.083 -1.462 -1.749
C -0.015 -2.076 -1.241
C -0.667 -3.217 -1.955
C -0.540 -1.600 0.007
S -1.971 -2.258 0.679
C 2.967 0.301 -1.515
C 3.195 0.074 -3.009
C 2.856 1.804 -1.242
C 4.137 -0.282 -0.706
C -0.254 2.394 1.672
S -1.755 2.142 0.921
C 3.609 2.788 3.444
C 4.538 3.512 2.459
C 3.493 3.596 4.742
C 4.184 1.409 3.750
H 0.082 5.823 1.533
H -1.449 4.948 1.778
H -0.627 4.829 0.240
H 1.967 4.804 2.501
H 1.391 -3.498 5.703
H -0.730 -2.919 6.854
H -1.921 -3.018 5.551
H -1.585 -1.465 6.306
H 3.636 -3.787 5.909
H 4.580 -4.776 4.802
H 2.846 -5.040 4.928
H 4.582 -1.695 4.783
H 4.458 -1.508 3.028
H 5.529 -2.740 3.717
H 2.677 -4.763 2.400
H 4.425 -4.506 2.328
H 3.326 -3.308 1.623
H 1.471 -1.775 -2.709
H -0.143 -3.428 -2.886
H -1.707 -2.991 -2.180
H -0.677 -4.110 -1.328
H 2.323 0.369 -3.599
H 3.432 -0.968 -3.236
H 4.042 0.678 -3.339
H 2.044 2.248 -1.823
H 3.791 2.294 -1.524
H 2.663 1.995 -0.186
H 4.240 -1.356 -0.879
H 3.977 -0.120 0.363
H 5.073 0.198 -1.001
H 4.215 4.538 2.268
H 4.585 2.986 1.503
H 5.546 3.556 2.873
H 3.077 4.591 4.570
H 4.482 3.724 5.186
H 2.858 3.082 5.467
H 4.249 0.797 2.849
H 3.566 0.868 4.469
H 5.185 1.525 4.168
C -5.026 -1.398 2.348
O -4.739 -0.316 1.455
C -5.676 0.771 1.525
C -5.761 1.383 0.151
O -4.416 1.623 -0.266
C -4.299 2.477 -1.413
H -6.001 -1.819 2.103
H -5.016 -1.041 3.379
H -4.251 -2.145 2.214
H -5.319 1.494 2.261
H -6.654 0.397 1.829
H -6.314 2.324 0.192
H -6.240 0.704 -0.558
H -4.748 3.443 -1.184
H -4.794 2.022 -2.275
H -3.239 2.596 -1.617
O -4.352 -1.173 -1.364
C -3.466 -0.842 -2.180
N -3.408 -1.142 -3.501
C -2.370 -0.339 -4.144
C -1.666 0.236 -2.875
O -0.623 0.853 -2.889
N -2.396 -0.094 -1.771
C -2.987 0.806 -4.964
C -2.457 2.092 -4.948
C -3.036 3.100 -5.711
C -4.145 2.836 -6.499
C -4.667 1.549 -6.534
C -4.089 0.544 -5.774
C -1.424 -1.177 -4.995
C -0.217 -0.636 -5.436
C 0.640 -1.392 -6.221
C 0.303 -2.690 -6.585
C -0.901 -3.227 -6.158
C -1.759 -2.474 -5.365
H -4.227 -1.485 -3.975
H -1.587 2.309 -4.343
H -2.612 4.096 -5.689
H -4.596 3.622 -7.091
H -5.520 1.324 -7.160
H -4.495 -0.459 -5.844
H 0.051 0.373 -5.155
H 1.576 -0.961 -6.556
H 0.972 -3.274 -7.204
H -1.177 -4.236 -6.438
H -2.683 -2.920 -5.020
```

LUMO energy: -2.584 eV
highest occupied orbital energy: -10.15 eV
net charge: +1
relative energy (zero: lowest compared OMol25 entry of this formula, charge and spin): 14.4 kJ/mol
maximum force: 0.9 eV/Å

---

Density functional theory data (wB97M-V/def2-TZVPD) for a molecular structure, C38H34NPdSb2.

The geometry in XYZ format:
```
76
C38H34NPdSb2 wB97M-V/def2-TZVPD
Pd -0.486 -1.206 -0.298
C 1.163 2.439 -1.834
C 2.537 1.970 -1.338
C 2.862 0.505 -1.692
Sb 2.219 -1.131 -0.481
C 1.665 -0.433 1.471
C 0.674 -1.197 2.105
C 0.314 -0.942 3.427
C 0.942 0.076 4.127
C 1.934 0.838 3.509
C 2.298 0.580 2.194
C 4.079 -1.739 0.340
C 4.164 -2.982 0.971
C 5.345 -3.361 1.594
C 6.444 -2.510 1.581
C 6.357 -1.275 0.953
C 5.176 -0.885 0.324
Sb -0.473 1.351 -1.035
C -0.549 2.456 0.804
C 0.124 3.673 0.945
C -0.021 4.455 2.086
C -0.863 4.037 3.109
C -1.526 2.822 2.998
C -1.356 2.035 1.862
C -2.088 2.361 -1.966
C -2.766 3.418 -1.348
C -3.791 4.074 -2.024
C -4.144 3.687 -3.311
C -3.478 2.639 -3.932
C -2.456 1.975 -3.262
H 1.092 2.342 -2.920
H 0.970 3.481 -1.598
H 2.636 2.153 -0.266
H 3.290 2.595 -1.824
H 3.937 0.343 -1.760
H 2.453 0.275 -2.678
H 0.225 -2.061 1.617
H -0.448 -1.546 3.905
H 0.670 0.277 5.158
H 2.432 1.626 4.061
H 3.094 1.163 1.747
H 3.314 -3.653 0.996
H 5.408 -4.321 2.091
H 7.368 -2.811 2.058
H 7.211 -0.609 0.948
H 5.132 0.090 -0.145
H 0.769 4.037 0.159
H 0.517 5.392 2.171
H -0.991 4.650 3.993
H -2.174 2.482 3.798
H -1.842 1.069 1.834
H -2.506 3.736 -0.347
H -4.312 4.895 -1.544
H -4.941 4.203 -3.831
H -3.753 2.337 -4.935
H -1.954 1.151 -3.758
C -4.797 -0.392 -0.563
C -5.271 -1.614 -1.015
C -4.390 -2.674 -1.134
C -3.060 -2.500 -0.782
N -2.604 -1.312 -0.343
C -3.459 -0.283 -0.250
C -2.020 -3.505 -0.964
C -2.296 -4.864 -1.057
C -1.290 -5.765 -1.368
C -0.012 -5.290 -1.619
C 0.288 -3.935 -1.488
C -0.715 -3.037 -1.131
H -5.439 0.473 -0.467
H -6.313 -1.733 -1.293
H -4.719 -3.626 -1.524
H -3.054 0.659 0.082
H -3.305 -5.220 -0.873
H -1.506 -6.824 -1.433
H 0.780 -5.977 -1.896
H 1.286 -3.606 -1.690
```

LUMO energy (spin up / spin down): -3.850 / -3.850 eV
highest occupied orbital energy (spin up / spin down): -10.45 / -10.45 eV
net charge: +1
maximum force: 2.3 eV/Å

---

Density functional theory data (wB97M-V/def2-TZVPD) for 11 unconnected molecules or ions with the total composition H22O11.

The geometry in XYZ format:
```
33
H22O11 wB97M-V/def2-TZVPD
O 0.107 -0.191 1.133
H -0.236 -0.570 0.316
H 0.061 0.761 0.988
O -0.750 3.096 -3.080
H -0.499 2.730 -2.224
H -0.668 2.351 -3.686
O -2.051 5.051 1.151
H -2.315 4.372 1.782
H -1.147 5.269 1.406
O 0.039 -4.263 -0.236
H 0.996 -4.375 -0.199
H -0.235 -4.823 -0.971
O 1.791 -0.841 -3.319
H 2.445 -1.302 -3.856
H 1.123 -0.558 -3.954
O -1.235 0.013 4.388
H -1.527 -0.711 4.953
H -0.453 -0.336 3.945
O -4.846 -1.259 1.738
H -4.062 -1.501 2.243
H -5.542 -1.818 2.103
O 2.403 -3.796 0.554
H 1.876 -3.042 0.842
H 3.182 -3.767 1.121
O 2.237 4.187 2.299
H 2.991 4.785 2.242
H 2.225 3.743 1.444
O 3.680 -1.291 -2.192
H 4.632 -1.242 -2.333
H 3.570 -2.030 -1.583
O -1.847 -0.389 -2.360
H -1.650 -0.134 -3.269
H -0.995 -0.334 -1.912
```

structure (SMILES): O.O.O.O.O.O.O.O.O.O.O
LUMO energy: -0.104 eV
highest occupied orbital energy: -11.08 eV
relative energy (zero: lowest compared OMol25 entry of this formula, charge and spin): 302.0 kJ/mol
maximum force: 1.8 eV/Å

---

Density functional theory data (wB97M-V/def2-TZVPD) for CCl4OS in the gas phase.

The geometry in XYZ format:
```
7
CCl4OS wB97M-V/def2-TZVPD
C 0.358 0.566 -0.602
O 0.494 -1.288 1.862
S -0.418 -0.346 1.281
Cl -0.195 -0.356 -2.121
Cl -0.226 2.199 -0.497
Cl 2.116 0.413 -0.505
Cl -2.129 -1.189 0.582
```

LUMO energy: -0.712 eV
highest occupied orbital energy: -9.78 eV
relative energy (zero: lowest compared OMol25 entry of this formula, charge and spin): 123.2 kJ/mol
maximum force: 2.4 eV/Å